Density functional theory data (ωB97M-V with the def2-TZVPD basis set) for a structure of composition C4H11NO.

Properties
E_LUMO (alpha / beta), eV: 0.867 / 0.857
Relative energy (zero: lowest compared OMol25 entry of this formula, charge and spin), kJ/mol: 400.3
Charge: 0
Molecular weight, g mol⁻¹: 89.14

Geometry as XYZ:
```
17
Properties=species:S:1:pos:R:3:forces:R:3:mulliken_charge:R:1
O 1.946 -1.386 0.618 -0.468 0.034 -0.079 -0.52
N 0.814 0.409 -0.458 -1.030 -0.388 0.286 -0.04
C -1.244 1.682 -0.281 -0.054 -0.026 0.133 -1.30
C -0.722 -0.141 1.431 -0.116 -0.435 -0.140 -1.34
C 1.717 -0.600 -0.506 1.302 0.333 0.178 -0.44
C -0.380 0.530 0.135 0.780 1.083 0.350 0.87
H 0.132 -0.567 1.950 0.068 -0.097 -0.183 0.40
H -1.468 -0.924 1.262 -0.056 -0.072 0.228 0.29
H 1.019 1.138 -1.132 -0.162 -0.303 -0.202 0.23
H -1.471 2.360 0.551 0.097 -0.097 0.024 0.30
H 2.664 -0.293 -0.930 -0.008 0.036 -0.190 0.26
H 0.343 -2.052 -1.882 -1.672 -0.511 0.029 -0.19
H 1.224 -2.014 0.715 -0.039 -0.224 -0.037 0.35
H -1.154 0.568 2.140 -0.125 0.142 -0.162 0.35
H -0.792 2.294 -1.063 0.000 -0.102 -0.135 0.34
H -2.208 1.319 -0.641 -0.127 0.062 -0.146 0.26
H -0.421 -2.324 -1.909 1.610 0.563 0.046 0.17
```
Forces are in eV/Å.

Density functional theory data (ωB97M-V with the def2-TZVPD basis set) for the ion C21H24NO3 with charge +1.

Properties
E_LUMO, eV: -2.472
Relative energy (zero: lowest compared OMol25 entry of this formula, charge and spin), kJ/mol: 597.0
Charge: +1
Molecular weight, g mol⁻¹: 338.43
Structure (SMILES): COc1ccc(C2=C[C@H]([N+]3(C)CCOCC3)c3ccccc3O2)cc1

Geometry as XYZ:
```
49
Properties=species:S:1:pos:R:3:forces:R:3:mulliken_charge:R:1
O 2.635 5.990 0.571 -0.469 -1.136 -0.167 -0.43
O -2.314 -2.012 2.470 0.517 -1.372 0.292 -0.46
O -0.118 0.874 -1.767 -0.038 -0.373 0.863 -0.48
N -0.323 -2.608 0.982 3.486 -2.051 -1.579 -0.06
C 0.079 -2.243 2.408 0.409 0.045 -0.569 -0.16
C -0.565 -0.342 -2.206 -1.240 0.490 -0.891 -0.16
C -2.576 -3.331 1.935 -0.412 0.763 0.118 -0.62
C -0.593 -1.479 -1.386 -0.625 -0.056 -1.184 1.36
C 1.157 4.557 -0.793 0.632 1.410 0.599 -0.24
C 2.085 4.765 0.271 -0.968 0.448 -1.046 0.72
C 2.160 7.151 -0.125 0.033 -0.202 -0.094 -0.80
C 0.578 3.318 -0.983 0.300 0.299 -0.097 -0.84
C -1.149 -2.140 3.311 -0.923 0.159 -0.066 -0.58
C -1.154 -0.288 -3.505 0.208 -2.921 0.843 -0.73
C 0.374 0.925 -0.502 -0.266 -1.640 1.888 0.24
C -0.891 -2.689 -2.030 -0.842 -1.114 -0.176 -0.65
C 1.858 2.415 0.901 -1.089 1.157 -2.052 -0.64
C -1.430 -2.721 -3.305 -0.018 -0.077 -0.586 -1.54
C 0.917 2.240 -0.179 1.145 -0.201 0.985 0.17
C -1.588 -1.541 -4.035 -0.067 1.980 -0.166 -0.46
C 0.898 -2.905 0.132 2.944 -1.973 1.228 -1.18
C 2.424 3.666 1.074 0.619 0.389 0.886 -0.77
C -0.546 -1.293 0.087 -3.008 -0.045 1.724 1.07
C -1.420 -3.773 0.977 0.326 0.643 -0.436 -0.22
C 0.273 -0.127 0.420 0.566 2.468 -0.963 -0.26
H 3.156 3.862 1.878 -0.486 -0.266 -0.478 0.37
H 0.840 -2.960 2.753 -0.408 0.049 -0.144 0.55
H -1.311 0.651 -4.016 0.288 -0.025 0.003 0.47
H -1.468 -1.439 0.637 -1.963 3.089 -1.550 0.33
H 0.742 -3.104 -0.983 0.322 0.220 2.578 0.58
H -1.777 -3.664 -3.754 0.437 0.449 0.319 0.41
H -0.707 -3.681 -1.530 -0.754 1.336 -0.819 0.46
H -2.071 -1.526 -5.035 0.400 -0.229 0.864 0.35
H -3.555 -3.243 1.420 0.748 -0.201 0.146 0.38
H 0.870 5.396 -1.461 0.252 -0.731 0.635 0.33
H 0.560 -1.268 2.350 0.027 -0.560 0.098 -0.05
H 1.362 -3.801 0.614 0.255 0.686 -0.583 0.44
H -1.812 -3.855 -0.073 0.553 0.043 1.279 0.33
H 1.066 7.274 -0.024 0.426 -0.144 -0.013 0.35
H -0.131 3.235 -1.796 0.069 -0.268 0.115 0.39
H 2.147 1.599 1.520 0.214 -0.419 0.332 0.39
H -1.155 -1.246 3.961 0.325 -0.500 -0.370 0.42
H -1.249 -3.046 3.933 -0.006 0.370 -0.043 0.30
H 1.560 -1.958 0.205 -0.767 -1.955 0.054 0.46
H 2.667 7.987 0.361 -0.124 -0.137 -0.189 0.24
H 2.441 7.104 -1.191 -0.125 0.073 0.376 0.33
H -2.680 -4.027 2.785 0.009 0.106 -0.426 0.32
H -0.946 -4.772 1.296 -0.304 1.787 -0.491 0.40
H 0.680 0.073 1.428 -0.610 0.139 -1.042 0.17
```
Forces are in eV/Å.

Density functional theory data (ωB97M-V with the def2-TZVPD basis set) for a cluster of 2 separate species, C2 in total.

Properties
E_LUMO, eV: -2.358
Relative energy (zero: lowest compared OMol25 entry of this formula, charge and spin), kJ/mol: 698.7
Charge: 0
Molecular weight, g mol⁻¹: 24.02

Geometry as XYZ:
```
2
Properties=species:S:1:pos:R:3:forces:R:3:mulliken_charge:R:1
C 0.724 -0.984 -0.492 -2.414 3.279 1.638 0.00
C -0.724 0.984 0.492 2.414 -3.279 -1.638 0.00
```
Forces are in eV/Å.